1.
Molecular formula: C22H26N2O3
Method: DFT, the ωB97M-V functional and the def2-TZVPD basis

Each line ends with the Mulliken charge.
Cartesian coordinates (Å):
C1 1.40 0.61 2.48  -0.84
O1 1.28 1.19 1.19  -0.26
C2 2.37 1.23 0.37  0.44
C3 2.30 2.21 -0.63  -0.61
C4 3.33 2.39 -1.53  -0.55
C5 4.46 1.60 -1.45  -0.67
C6 4.53 0.61 -0.49  -0.27
C7 3.49 0.40 0.41  0.54
O2 3.60 -0.65 1.32  -0.49
C8 3.43 -1.94 0.73  -1.23
C9 2.03 -2.04 0.17  1.25
C10 1.75 -1.53 -1.09  -0.45
C11 0.45 -1.38 -1.52  -0.12
C12 -0.60 -1.73 -0.68  0.09
C13 -2.03 -1.49 -1.05  0.24
O3 -2.83 -2.40 -1.19  -0.67
N1 -2.37 -0.19 -1.20  0.30
C14 -1.48 0.92 -0.93  -0.08
C15 -2.31 2.17 -0.58  -1.46
N2 -3.41 1.91 0.31  -0.03
C16 -3.04 1.62 1.69  -0.72
C17 -3.27 0.12 1.90  0.16
C18 -4.49 -0.13 1.01  -0.96
C19 -4.31 0.86 -0.16  0.10
C20 -3.75 0.16 -1.42  -1.43
C21 -0.33 -2.34 0.54  -0.53
C22 0.98 -2.48 0.97  -1.20
H1 2.36 0.87 2.94  0.39
H2 0.58 1.03 3.06  0.30
H3 1.30 -0.48 2.44  0.19
H4 1.42 2.82 -0.66  0.45
H5 3.25 3.15 -2.29  0.42
H6 5.28 1.74 -2.14  0.40
H7 5.40 -0.03 -0.42  0.44
H8 3.59 -2.64 1.54  0.42
H9 4.18 -2.10 -0.06  0.41
H10 2.57 -1.23 -1.74  0.46
H11 0.24 -0.97 -2.49  0.54
H12 -0.86 1.14 -1.81  0.34
H13 -0.81 0.68 -0.10  0.20
H14 -1.66 2.92 -0.13  0.46
H15 -2.73 2.61 -1.49  0.39
H16 -2.02 1.92 1.90  0.28
H17 -3.71 2.19 2.35  0.36
H18 -2.41 -0.45 1.55  -0.51
H19 -3.46 -0.13 2.94  0.59
H20 -5.40 0.10 1.55  0.35
H21 -4.54 -1.16 0.66  0.43
H22 -5.28 1.31 -0.43  0.33
H23 -3.84 0.81 -2.29  0.36
H24 -4.30 -0.76 -1.61  0.52
H25 -1.14 -2.66 1.17  0.52
H26 1.19 -2.92 1.94  0.39

The HOMO-LUMO gap comes out at 8.96 eV. As for the energy relative to the best compared isomer or geometry (same formula, charge and spin): 60.7 kcal per mole. Its structure (SMILES) is COc1ccccc1OCc1ccc(C(=O)N2CCN3CCC[C@@H]3C2)cc1. The value obtained for the electronic energy is -1189.14180 Ha.

---

2.
Molecular formula: C4H23N2O7
Method: DFT, the ωB97M-V functional and the def2-TZVPD basis

Each line ends with the Mulliken charge.
Cartesian coordinates (Å):
N1 0.60 0.23 0.70  -0.56
C1 0.42 1.02 -0.51  0.32
C2 1.16 0.38 -1.67  -1.24
C3 2.32 1.27 -2.14  -0.63
O1 1.93 2.59 -2.53  -0.58
C4 -1.03 1.37 -0.94  -0.34
N2 -1.01 2.46 -1.92  -0.50
H1 0.17 -0.68 0.57  0.02
H2 0.03 0.62 1.45  0.29
H3 0.87 2.01 -0.28  0.50
H4 1.44 -0.67 -1.59  0.60
H5 0.56 0.37 -2.59  0.33
H6 3.28 1.27 -1.61  0.33
H7 2.67 0.82 -3.10  0.26
H8 0.96 2.56 -2.49  0.44
H9 -1.56 0.50 -1.37  0.50
H10 -1.69 2.43 -2.66  0.15
H11 -0.78 3.32 -1.44  0.21
H12 -3.25 -1.83 1.55  0.13
H13 -2.40 0.11 2.45  0.42
O2 -2.60 -1.13 1.40  -1.05
H14 2.87 -0.42 0.22  0.31
H15 2.63 -1.56 1.02  0.37
O3 3.26 -1.30 0.34  -0.70
H16 -1.57 1.72 -0.05  -0.05
H17 -2.01 1.50 2.16  0.26
O4 -2.07 0.94 2.94  -0.75
H18 -1.16 -2.15 -1.00  0.22
H19 -2.08 -1.20 -0.05  0.45
O5 -1.72 -1.38 -0.99  -0.72
H20 -1.00 -1.69 3.85  0.25
H21 -1.42 -1.56 2.32  0.48
O6 -0.69 -1.89 2.96  -0.72
H22 0.60 -2.94 2.30  0.40
H23 1.18 -3.44 0.87  0.27
O7 1.07 -3.63 1.80  -0.66

As for the charge: -1. The HOMO-LUMO gap comes out at 9.41 eV. As for the energy relative to the best compared isomer or geometry (same formula, charge and spin): 6.9 kcal per mole. The value obtained for the electronic energy is -802.44379 Ha.

---

3.
Molecular formula: C4H6OS
Method: DFT, the ωB97M-V functional and the def2-TZVPD basis

Each line ends with the Mulliken charge.
Cartesian coordinates (Å):
C1 -0.52 -0.37 -2.11  -0.81
C2 1.80 -2.00 -0.03  -0.20
C3 -0.13 -0.48 -0.84  0.01
C4 1.00 -1.14 -0.36  -0.02
O1 -1.46 0.77 2.03  -0.49
S1 -0.21 1.51 1.93  0.12
H1 -1.32 0.40 -2.39  0.23
H2 -0.22 -1.05 -2.88  0.31
H3 -0.17 2.15 3.32  0.20
H4 2.41 -2.83 -0.03  0.40
H5 -0.67 0.14 -0.11  0.08
H6 -0.51 2.92 1.47  0.16

The HOMO-LUMO gap comes out at 9.52 eV. As for the energy relative to the best compared isomer or geometry (same formula, charge and spin): 125.8 kcal per mole. The value obtained for the electronic energy is -629.24665 Ha.

---

4.
Molecular formula: C2H5N5O
Method: DFT, the ωB97M-V functional and the def2-TZVPD basis

Each line ends with the Mulliken charge.
Cartesian coordinates (Å):
C1 -1.51 0.03 -0.12  0.44
C2 0.70 0.85 0.08  0.33
H1 1.87 -2.17 0.94  0.30
H2 2.77 -0.51 -0.26  0.36
H3 -2.90 -0.98 -0.03  0.30
H4 -1.10 1.94 -0.02  0.02
H5 2.03 2.25 0.07  0.25
N1 1.90 -1.24 -0.02  -0.61
N2 0.59 -0.57 0.31  0.15
N3 -2.79 -0.02 0.13  -0.61
N4 -0.70 1.18 0.08  0.01
N5 1.95 1.16 -0.17  -0.63
O1 -0.56 -1.17 -0.35  -0.30

The HOMO-LUMO gap comes out at 9.32 eV. As for the energy relative to the best compared isomer or geometry (same formula, charge and spin): 152.5 kcal per mole. The value obtained for the electronic energy is -427.98011 Ha.

---

5.
Molecular formula: N2O4
Method: DFT, the ωB97M-V functional and the def2-TZVPD basis

Each line ends with the Mulliken charge.
Cartesian coordinates (Å):
N1 -0.08 0.24 -1.02  0.78
N2 0.03 -0.12 1.07  0.78
O1 0.29 -0.78 -1.52  -0.37
O2 -0.29 1.34 -1.47  -0.42
O3 0.62 -1.15 0.99  -0.37
O4 -0.57 0.47 1.95  -0.41

The HOMO-LUMO gap (alpha / beta) comes out at 8.85 / 8.77 eV. As for the energy relative to the best compared isomer or geometry (same formula, charge and spin): 14.3 kcal per mole. The value obtained for the electronic energy is -410.22402 Ha.

---

6.
Molecular formula: C25H23F2N2O2
Method: DFT, the ωB97M-V functional and the def2-TZVPD basis

Each line ends with the Mulliken charge.
Cartesian coordinates (Å):
F1 2.18 -3.88 1.34  -0.32
C1 2.75 -2.63 1.35  0.19
C2 4.07 -2.56 0.93  -0.66
C3 4.65 -1.30 0.97  -0.64
C4 3.95 -0.19 1.41  -0.03
C5 2.59 -0.24 1.75  0.32
C6 1.94 1.12 1.97  -0.37
C7 0.81 1.12 2.94  1.17
C8 0.19 2.36 3.14  -0.54
C9 -0.98 2.51 3.86  -0.70
C10 -1.63 1.43 4.44  -0.72
C11 -1.00 0.20 4.31  0.05
F2 -1.58 -0.84 5.00  -0.31
C12 0.23 0.01 3.68  -0.60
C13 1.97 -1.53 1.75  -0.53
H1 4.61 -3.44 0.58  0.44
H2 5.67 -1.17 0.63  0.44
H3 4.43 0.79 1.39  0.30
H4 3.10 2.09 2.02  0.05
H5 0.66 3.21 2.64  0.32
H6 -1.38 3.50 3.98  0.46
H7 -2.54 1.55 5.05  0.43
H8 0.72 -0.95 3.82  0.93
H9 0.91 -1.71 1.93  0.86
C14 6.21 2.77 2.78  -0.95
O1 4.82 3.06 2.55  -0.28
C15 4.21 4.07 3.24  0.86
C16 3.12 4.63 2.57  0.38
N1 2.70 4.03 1.33  0.79
C17 2.34 2.65 1.20  -0.44
N2 2.28 2.58 -0.18  0.29
C18 2.03 1.42 -1.02  -0.84
C19 2.38 3.80 -0.83  -0.88
C20 2.64 4.70 0.14  -0.25
C21 2.61 5.88 2.96  0.31
O2 1.57 6.34 2.21  -0.34
C22 0.96 7.61 2.58  -0.97
C23 3.16 6.52 4.07  -0.69
C24 4.23 5.93 4.76  -0.84
C25 4.75 4.70 4.36  -0.97
H10 6.43 1.98 2.06  0.27
H11 6.84 3.65 2.59  0.37
H12 6.36 2.41 3.80  0.38
H13 1.96 0.53 -0.37  0.36
H14 1.10 1.55 -1.60  0.36
H15 2.85 1.33 -1.74  0.38
H16 2.30 3.97 -1.90  0.48
H17 2.82 5.77 0.03  0.48
H18 0.17 7.76 1.83  0.27
H19 0.53 7.56 3.59  0.37
H20 1.69 8.44 2.53  0.37
H21 2.76 7.49 4.41  0.41
H22 4.66 6.45 5.60  0.42
H23 5.63 4.29 4.84  0.36

As for the charge: +1. The HOMO-LUMO gap comes out at 6.50 eV. As for the energy relative to the best compared isomer or geometry (same formula, charge and spin): 53.4 kcal per mole. The value obtained for the electronic energy is -1425.73845 Ha.

---

Please write out number 4 again, unchanged.
Molecular formula: C2H5N5O
Method: DFT, the ωB97M-V functional and the def2-TZVPD basis

Each line ends with the Mulliken charge.
Cartesian coordinates (Å):
C1 -1.51 0.03 -0.12  0.44
C2 0.70 0.85 0.08  0.33
H1 1.87 -2.17 0.94  0.30
H2 2.77 -0.51 -0.26  0.36
H3 -2.90 -0.98 -0.03  0.30
H4 -1.10 1.94 -0.02  0.02
H5 2.03 2.25 0.07  0.25
N1 1.90 -1.24 -0.02  -0.61
N2 0.59 -0.57 0.31  0.15
N3 -2.79 -0.02 0.13  -0.61
N4 -0.70 1.18 0.08  0.01
N5 1.95 1.16 -0.17  -0.63
O1 -0.56 -1.17 -0.35  -0.30

The HOMO-LUMO gap comes out at 9.32 eV. As for the energy relative to the best compared isomer or geometry (same formula, charge and spin): 152.5 kcal per mole. The value obtained for the electronic energy is -427.98011 Ha.

---

Q: Which value of energy relative to the best compared isomer or geometry (same formula, charge and spin) does entry 2 give?
A: 6.9 kcal per mole

---

Q: What is the formula in the fourth record?
A: C2H5N5O